{
  "formula": "C12H28LiO4",
  "method": "wB97M-V/def2-TZVPD",
  "total_charge": -3,
  "e_homo_ev": 4.03,
  "relative_energy_kj_mol": 158.3,
  "total_energy_ha": -782.106992,
  "species": ["Li", "C", "C", "C", "O", "H", "H", "H", "H", "H", "H", "H", "C", "C", "C", "O", "H", "H", "H", "H", "H", "H", "H", "C", "C", "C", "O", "H", "H", "H", "H", "H", "H", "H", "C", "C", "C", "O", "H", "H", "H", "H", "H", "H", "H"],
  "xyz": [[9.9587, 6.6028, 6.5863], [11.5083, 5.4359, 3.3575], [10.2294, 5.2755, 4.2114], [9.1768, 4.4956, 3.5164], [10.5886, 4.9328, 5.5396], [11.9604, 6.3421, 3.7608], [11.3523, 5.6900, 2.3091], [12.2037, 4.6034, 3.2509], [9.7814, 6.2629, 4.1000], [8.2340, 4.4179, 4.0580], [9.3570, 3.4264, 3.4056], [8.8324, 4.7705, 2.5194], [9.0105, 10.0714, 8.1745], [8.3801, 8.7047, 7.6574], [7.9844, 8.6462, 6.1600], [9.2342, 7.6806, 8.1347], [9.2263, 10.0787, 9.2429], [8.4264, 10.9530, 7.9106], [9.9924, 10.2462, 7.7346], [7.4454, 8.6927, 8.2180], [7.0891, 9.1790, 5.8398], [7.8895, 7.6061, 5.8479], [8.6941, 9.1959, 5.5417], [7.2088, 4.8433, 7.2297], [8.0391, 3.9047, 8.0377], [8.0620, 2.5097, 7.4706], [9.3428, 4.4008, 8.3969], [7.1095, 5.8307, 7.6806], [6.1612, 4.5456, 7.2740], [7.4782, 4.8363, 6.1735], [7.4384, 3.7346, 8.9312], [8.6490, 1.8195, 8.0764], [8.4729, 2.4914, 6.4612], [7.0602, 2.0809, 7.4959], [14.0401, 6.7444, 8.8115], [12.7760, 6.9746, 7.9264], [13.0916, 7.3763, 6.4293], [11.7294, 6.0555, 8.1112], [14.7344, 7.5324, 8.5197], [14.5365, 5.7811, 8.6939], [13.6951, 6.9232, 9.8299], [12.3716, 7.8161, 8.4888], [13.8630, 6.6825, 6.0952], [13.6257, 8.3228, 6.5127], [12.2735, 7.3615, 5.7093]],
  "nbo_charge": [0.84, -0.62, 0.07, -0.63, -0.90, 0.20, 0.13, 0.18, 0.07, 0.20, 0.17, 0.15, -0.64, 0.10, -0.66, -0.91, 0.20, 0.13, 0.19, 0.08, 0.16, 0.22, 0.18, -0.63, 0.07, -0.63, -0.85, 0.22, 0.13, 0.18, 0.03, 0.19, 0.19, 0.13, -0.68, 0.09, -0.66, -0.83, 0.14, 0.16, 0.20, 0.10, 0.17, 0.15, 0.20]
}

***

{
  "formula": "C12H28N2O10PS2",
  "method": "wB97M-V/def2-TZVPD",
  "total_charge": 1,
  "e_homo_ev": -11.58,
  "total_energy_ha": -2473.373634,
  "species": ["C", "C", "O", "C", "N", "C", "C", "N", "C", "P", "C", "O", "C", "H", "H", "H", "H", "H", "H", "H", "H", "H", "H", "H", "H", "H", "H", "H", "H", "H", "H", "H", "H", "C", "C", "O", "S", "O", "O", "O", "H", "H", "H", "H", "C", "C", "O", "S", "O", "O", "O", "H", "H", "H", "H"],
  "xyz": [[3.7300, 1.3226, 1.0027], [3.2659, 0.1253, 1.8750], [1.9200, 0.4146, 2.3112], [1.1434, -0.7367, 2.2901], [0.5227, -0.9494, 0.9494], [-0.2998, -2.2093, 1.0165], [-1.7655, -2.0246, 0.5566], [-2.4535, -0.8997, 1.2261], [-1.5894, 0.3020, 1.3187], [-2.6776, 1.7635, 0.8217], [-4.0995, 1.5856, 2.0545], [-1.9244, 3.2107, 1.2845], [-0.2922, 0.2170, 0.4864], [3.5638, 1.0384, -0.0377], [4.7559, 1.6510, 1.2020], [3.0662, 2.1747, 1.2054], [3.2930, -0.7817, 1.2400], [3.9233, -0.0639, 2.7381], [0.3849, -0.6559, 3.0810], [1.7329, -1.6362, 2.5381], [1.2672, -1.1182, 0.2660], [0.1590, -3.0190, 0.4338], [-0.3211, -2.5365, 2.0685], [-1.8319, -1.8774, -0.5346], [-2.2967, -2.9453, 0.8439], [-3.2302, -0.6385, 0.6210], [-1.2854, 0.4457, 2.3764], [-4.8134, 0.8532, 1.6607], [-4.5447, 2.5543, 2.3086], [-3.6576, 1.1302, 2.9631], [-2.5769, 3.6768, 1.8077], [-0.4629, 0.0703, -0.5923], [0.3003, 1.1413, 0.5717], [-1.0011, -5.0131, -2.6946], [0.3251, -5.7056, -2.9469], [1.1820, -4.6755, -3.4555], [0.7847, -3.2677, -2.7846], [1.6578, -3.0193, -1.6752], [0.5707, -2.3119, -3.8167], [-0.6486, -3.7161, -2.1872], [-1.5615, -4.8775, -3.6215], [-1.6161, -5.5468, -1.9738], [0.2413, -6.5178, -3.6638], [0.7595, -6.0834, -2.0180], [-0.5570, 4.4211, -1.2685], [0.3776, 5.4182, -0.6097], [1.6076, 4.7032, -0.4358], [1.7884, 3.6529, -1.6472], [2.6347, 4.2319, -2.6357], [2.0460, 2.3639, -1.0840], [0.2681, 3.6931, -2.1879], [-0.9641, 3.7174, -0.5380], [-1.3737, 4.9059, -1.7978], [0.0032, 5.7689, 0.3486], [0.5699, 6.2736, -1.2611]],
  "nbo_charge": [-0.64, -0.08, -0.52, 0.09, -0.38, -0.25, -0.24, -0.62, -0.38, 1.04, -0.95, -0.98, -0.26, 0.23, 0.23, 0.23, 0.16, 0.20, 0.22, 0.20, 0.46, 0.26, 0.22, 0.20, 0.23, 0.36, 0.20, 0.25, 0.25, 0.24, 0.50, 0.24, 0.28, -0.10, -0.10, -0.67, 2.53, -0.93, -0.86, -0.70, 0.21, 0.22, 0.23, 0.20, -0.11, -0.10, -0.68, 2.54, -0.87, -0.93, -0.68, 0.21, 0.22, 0.22, 0.20]
}

***

{
  "formula": "C12H28N4O4",
  "method": "wB97M-V/def2-TZVPD",
  "s_squared": 0.780,
  "multiplicity": 2,
  "total_charge": 1,
  "e_homo_ev": [-11.00, -11.00],
  "relative_energy_kj_mol": 0.0,
  "total_energy_ha": -993.661023,
  "species": ["C", "O", "N", "C", "C", "H", "H", "H", "H", "H", "H", "H", "C", "O", "N", "C", "C", "H", "H", "H", "H", "H", "H", "H", "C", "O", "N", "C", "C", "H", "H", "H", "H", "H", "H", "H", "C", "O", "N", "C", "C", "H", "H", "H", "H", "H", "H", "H"],
  "xyz": [[2.6753, -1.4373, 1.5969], [2.8514, -2.5876, 1.1942], [2.4218, -1.1187, 2.8793], [2.3215, 0.1863, 3.3463], [2.4404, -2.0369, 3.9734], [2.7167, -0.5042, 1.0139], [2.2514, 0.9054, 2.5302], [3.2558, 0.4100, 3.8613], [1.5028, 0.3356, 4.0502], [3.4364, -2.3516, 4.2850], [2.0630, -1.6398, 4.9157], [1.8865, -2.9169, 3.6465], [-0.1738, 0.1282, -0.0166], [0.5321, -0.4606, -0.8547], [-0.8522, -0.4305, 0.9884], [-0.8628, -1.8959, 1.2240], [-1.4835, 0.3806, 2.0709], [-0.2339, 1.2266, -0.0613], [-0.0214, -2.1180, 1.8803], [-0.7786, -2.4192, 0.2715], [-1.7563, -2.2550, 1.7348], [-0.7998, 0.2663, 2.9121], [-1.5612, 1.4552, 1.9056], [-2.4301, -0.0633, 2.3791], [-0.5895, -1.3836, -4.4307], [-0.3388, -0.9847, -5.5667], [-0.7036, -2.6990, -4.1660], [-1.2560, -3.1312, -2.9202], [-0.5723, -3.7306, -5.2240], [-0.6984, -0.7627, -3.5281], [-0.5746, -3.8577, -2.4775], [-2.1731, -3.6902, -3.1061], [-1.4699, -2.3595, -2.1808], [-1.4969, -3.8006, -5.7971], [0.2386, -3.5148, -5.9196], [-0.4438, -4.7185, -4.7817], [-0.4633, 3.9302, 1.3087], [0.5386, 3.2636, 1.5149], [-0.7324, 4.3567, 0.0387], [-0.0719, 3.9503, -1.1418], [-1.7804, 5.3739, -0.1734], [-1.1054, 4.4268, 2.0526], [0.4873, 4.7188, -1.6754], [-0.6964, 3.3848, -1.8333], [0.6647, 3.1789, -0.9169], [-1.3418, 6.2088, -0.7198], [-2.5761, 4.9303, -0.7718], [-2.2458, 5.8509, 0.6892]],
  "nbo_charge": [0.53, -0.63, -0.44, -0.40, -0.43, 0.12, 0.22, 0.19, 0.19, 0.21, 0.21, 0.22, 0.52, -0.69, -0.42, -0.42, -0.41, 0.14, 0.22, 0.21, 0.21, 0.20, 0.23, 0.21, 0.45, -0.32, -0.04, -0.47, -0.46, 0.20, 0.28, 0.27, 0.27, 0.27, 0.28, 0.25, 0.52, -0.63, -0.43, -0.43, -0.42, 0.14, 0.21, 0.19, 0.24, 0.21, 0.19, 0.22]
}

***

{
  "formula": "C12H29B3NO7P",
  "method": "wB97M-V/def2-TZVPD",
  "total_charge": 0,
  "e_homo_ev": -8.36,
  "total_energy_ha": -1472.156679,
  "species": ["C", "C", "P", "C", "B", "O", "B", "O", "B", "C", "O", "C", "C", "O", "O", "H", "H", "H", "H", "H", "H", "H", "H", "H", "H", "H", "H", "H", "H", "C", "O", "C", "C", "N", "C", "C", "O", "C", "H", "H", "H", "H", "H", "H", "H", "H", "H", "H", "H", "H", "H", "H", "H"],
  "xyz": [[-2.3317, 2.6176, -1.9822], [-0.7847, 2.8422, -1.8031], [-0.3388, 2.5310, -0.0088], [0.4091, 0.8319, 0.1441], [0.9769, 3.8579, 0.4054], [1.7917, 4.4992, -0.5344], [1.9534, 5.8457, -0.2798], [1.4256, 6.4871, 0.8357], [0.7605, 5.6378, 1.7046], [-0.4441, 6.2164, 2.5900], [-1.7199, 5.7044, 2.1439], [-2.1301, 4.5079, 2.6454], [-1.3466, 3.6826, 3.6505], [-3.1619, 4.1107, 2.2867], [1.1375, 4.3035, 1.7272], [-2.7917, 3.5688, -2.2428], [-2.4698, 1.8846, -2.7756], [-2.7289, 2.2875, -1.0233], [-0.5488, 3.8952, -1.9703], [-0.1983, 2.2295, -2.4889], [-0.0370, 0.1913, -0.6203], [0.1664, 0.4042, 1.1150], [1.4814, 0.8162, -0.0540], [2.5878, 6.5045, -1.0376], [-0.4639, 7.2878, 2.3714], [-0.2736, 6.1384, 3.6656], [-2.0918, 3.1154, 4.2064], [-0.7049, 2.9448, 3.1750], [-0.7998, 4.2610, 4.3948], [-1.2480, -2.6099, 0.1786], [0.0498, -2.4614, -0.3691], [1.0940, -2.9038, 0.4919], [1.7302, -4.1825, -0.0210], [0.8288, -5.3214, 0.1107], [1.2542, -6.5190, -0.6125], [1.4058, -6.4372, -2.1321], [0.1887, -6.2765, -2.8393], [-0.2993, -4.9493, -2.9092], [-1.9434, -2.0625, -0.4573], [-1.5595, -3.6591, 0.1949], [-1.3028, -2.1962, 1.1896], [0.7460, -3.0160, 1.5231], [1.8559, -2.1183, 0.4860], [2.6425, -4.3823, 0.5496], [2.0143, -4.0081, -1.0662], [-0.0879, -5.0567, -0.2240], [0.5128, -7.2930, -0.3991], [2.2014, -6.8637, -0.1846], [1.8080, -7.3985, -2.4632], [2.1365, -5.6819, -2.4447], [0.5073, -4.2140, -2.9608], [-0.9590, -4.7299, -2.0661], [-0.9001, -4.8640, -3.8156]],
  "nbo_charge": [-0.62, -0.67, 0.44, -0.89, 0.86, -0.89, 0.98, -0.88, 1.14, -0.42, -0.50, 0.80, -0.74, -0.55, -0.89, 0.21, 0.21, 0.22, 0.23, 0.22, 0.25, 0.23, 0.22, -0.10, 0.22, 0.21, 0.24, 0.25, 0.21, -0.25, -0.56, -0.07, -0.24, -0.62, -0.25, -0.08, -0.54, -0.25, 0.19, 0.16, 0.17, 0.18, 0.18, 0.19, 0.17, 0.35, 0.20, 0.19, 0.19, 0.16, 0.17, 0.16, 0.19]
}

***

| no. | F_max (eV/Å) |
| --- | --- |
| 1 | 4.61 |
| 2 | 1.88 |
| 3 | 3.03 |
| 4 | 3.73 |